{
  "formula": "C2H4BrNO2",
  "method": "ωB97M-V/def2-TZVPD",
  "species": ["C", "C", "N", "O", "O", "Br", "H", "H", "H", "H"],
  "xyz": [[-3.07871, 1.10638, -0.01289], [0.25507, -0.55679, -0.03361], [-0.89425, 1.29653, -1.27308], [-3.87508, 1.88597, 0.34353], [-0.57076, -0.02076, -1.13351], [-3.27054, -0.78164, 0.07498], [1.35799, 0.01058, 0.04597], [0.30814, -1.69543, -0.20819], [-0.38379, -0.44443, 0.89944], [-0.77493, 1.87403, -0.46871]],
  "max_force_ha_per_bohr": 0.06856,
  "e_homo_ev": [-8.975, -9.160],
  "orbital_gap_ev": [8.880, 7.946],
  "e_above_lowest_ev": 5.482
}

---

{
  "formula": "C4H13N3",
  "method": "ωB97M-V/def2-TZVPD",
  "species": ["C", "N", "C", "N", "N", "H", "H", "H", "H", "H", "H", "H", "C", "C", "H", "H", "H", "H", "H", "H"],
  "xyz": [[0.86847, -1.68837, 1.60312], [1.16793, -0.65627, 0.60974], [0.77984, 0.70155, 0.86790], [-0.41444, 0.83259, 1.55704], [1.49893, 1.72126, 0.62553], [2.11363, -0.71359, 0.25422], [-1.15178, 0.20260, 1.28218], [-0.67980, 1.80486, 1.61979], [2.39656, 1.50533, 0.20437], [-0.19429, -1.92861, 1.54498], [1.09795, -1.36144, 2.62043], [1.44691, -2.58493, 1.39131], [-0.74757, -0.35642, -1.64975], [-1.50120, 0.94237, -1.90443], [-2.42927, 0.76241, -2.45188], [-1.34437, -1.03922, -1.04203], [-0.58602, -0.87095, -2.60037], [0.31413, -0.36324, -0.97550], [-0.95553, 1.60422, -2.58151], [-1.68007, 1.48583, -0.97513]],
  "max_force_ha_per_bohr": 0.08423,
  "e_homo_ev": -8.834,
  "orbital_gap_ev": 9.721,
  "smiles": "[H]/N=C(/N)NC.CC",
  "e_above_lowest_ev": 1.021
}

---

{
  "formula": "C3H5ClN2O2",
  "method": "ωB97M-V/def2-TZVPD",
  "species": ["C", "C", "C", "N", "N", "O", "O", "Cl", "H", "H", "H", "H", "H"],
  "xyz": [[0.63200, 0.31827, 0.22823], [0.51788, 0.10215, 1.67240], [-0.81994, 0.45365, -0.49495], [1.72702, 0.15003, -0.37317], [-0.94790, -0.86034, -1.24331], [-0.87000, -1.75260, -0.42368], [-1.04543, -0.85369, -2.42655], [-0.74736, 1.70379, -1.77535], [0.17597, -0.88753, 1.91487], [-0.23741, 0.86049, 2.06063], [1.52549, -0.07387, 2.06876], [-1.63584, 0.79264, 0.14043], [1.72552, 0.04702, -1.34831]],
  "max_force_ha_per_bohr": 0.06504,
  "e_homo_ev": -10.444,
  "orbital_gap_ev": 10.306,
  "smiles": "[H]/N=C(/C)[C@@H](Cl)[N+](=O)[O-]",
  "e_above_lowest_ev": 5.206
}

---

| no. | energy (eV) |
| --- | --- |
| 1 | -77760.846 |
| 2 | -8828.392 |
| 3 | -22785.426 |